# 1
The following is a quantum chemistry calculation of C43H51BClN5O6Ti as an isolated structure at a distorted geometry, from the Open Molecules 2025 dataset.

Last column: Löwdin charge in e.
Geometry (Å):
Ti1 0.160 0.153 0.525  1.02
O1 1.296 0.629 -0.811  -0.17
C1 2.548 0.371 -1.128  -0.30
C2 3.308 1.328 -1.813  0.00
C3 4.611 1.065 -2.181  -0.08
C4 5.192 -0.175 -1.917  -0.09
C5 4.458 -1.132 -1.251  -0.04
C6 3.151 -0.877 -0.823  -0.13
C7 2.413 -1.872 -0.077  -0.03
N1 1.298 -1.608 0.496  -0.08
N2 0.637 -2.655 1.120  0.10
C8 -0.399 -2.203 1.767  -0.44
O2 -0.691 -0.935 1.848  -0.15
C9 -1.298 -3.179 2.420  -0.15
C10 -2.229 -2.720 3.349  -0.02
C11 -3.093 -3.608 3.968  -0.08
C12 -3.043 -4.958 3.649  -0.09
C13 -2.132 -5.416 2.706  -0.08
C14 -1.260 -4.532 2.093  -0.03
H1 2.850 2.285 -2.029  0.12
H2 5.185 1.834 -2.683  0.11
H3 6.208 -0.379 -2.227  0.10
H4 4.897 -2.099 -1.031  0.11
H5 2.821 -2.879 0.005  0.14
H6 -2.258 -1.663 3.580  0.12
H7 -3.812 -3.251 4.694  0.10
H8 -3.712 -5.656 4.136  0.10
H9 -2.106 -6.465 2.443  0.10
H10 -0.544 -4.872 1.357  0.11
C15 -2.611 2.525 1.541  -0.02
C16 -2.285 2.000 0.143  -0.45
C17 -1.933 3.133 -0.841  -0.01
O3 -1.236 1.076 0.219  -0.29
H11 -1.831 3.207 1.885  0.08
H12 -2.678 1.682 2.231  0.09
H13 -3.563 3.057 1.531  0.09
H14 -3.175 1.468 -0.223  0.13
H15 -0.883 3.037 -1.117  0.09
H16 -2.081 4.110 -0.379  0.08
H17 -2.537 3.078 -1.747  0.05
C18 1.972 7.846 4.777  -0.05
C19 0.993 6.703 5.086  -0.56
C20 1.387 6.109 6.441  -0.07
C21 -0.428 7.279 5.202  -0.05
C22 1.010 5.654 3.975  -0.17
C23 0.877 6.064 2.644  -0.04
C24 0.862 5.171 1.579  0.02
C25 0.972 3.831 1.883  -0.22
O4 0.954 2.738 1.070  0.09
B1 0.971 1.592 1.899  -0.39
O5 1.072 2.032 3.222  0.15
C26 1.060 3.401 3.201  -0.19
C27 1.096 4.289 4.255  0.07
H18 1.962 8.562 5.601  0.08
H19 1.700 8.383 3.868  0.07
H20 2.988 7.466 4.661  0.09
H21 1.427 6.902 7.189  0.08
H22 2.373 5.641 6.392  0.09
H23 0.663 5.368 6.783  0.08
H24 -0.449 8.089 5.935  0.08
H25 -1.130 6.505 5.518  0.09
H26 -0.769 7.675 4.244  0.08
H27 0.770 7.118 2.427  0.10
H28 0.755 5.504 0.555  0.12
H29 1.185 3.908 5.264  0.12
C28 -5.340 -4.256 -3.133  -0.05
C29 -5.224 -3.120 -4.161  -0.50
C30 -5.771 -1.830 -3.551  -0.03
C31 -6.162 -3.472 -5.331  -0.05
C32 -3.747 -3.044 -4.701  -0.40
O6 -3.556 -4.222 -5.505  -0.04
C33 -3.418 -1.852 -5.653  -0.08
C34 -2.804 -0.503 -5.193  -0.12
C35 -3.756 0.610 -4.835  -0.24
C36 -4.627 1.127 -5.789  -0.04
C37 -5.523 2.134 -5.471  -0.10
C38 -5.543 2.639 -4.181  -0.67
Cl1 -6.676 3.884 -3.764  0.67
C39 -4.660 2.169 -3.224  -0.11
C40 -3.767 1.164 -3.561  -0.04
C41 -2.579 -3.328 -3.708  -0.04
N3 -2.241 -2.470 -2.590  -0.10
C42 -1.054 -1.879 -2.365  -0.12
N4 -1.050 -1.295 -1.189  0.08
C43 -2.286 -1.586 -0.698  -0.18
N5 -3.024 -2.305 -1.512  0.14
H30 -6.394 -4.477 -2.956  0.09
H31 -4.892 -3.972 -2.181  0.07
H32 -4.864 -5.164 -3.508  0.09
H33 -6.745 -2.041 -3.106  0.09
H34 -5.917 -1.065 -4.312  0.08
H35 -5.132 -1.444 -2.769  0.06
H36 -7.193 -3.369 -4.993  0.09
H37 -6.031 -4.505 -5.658  0.09
H38 -6.037 -2.804 -6.187  0.08
H39 -4.172 -4.190 -6.243  0.09
H40 -4.305 -1.638 -6.254  0.10
H41 -2.683 -2.287 -6.334  0.12
H42 -2.214 -0.152 -6.043  0.12
H43 -2.105 -0.643 -4.375  0.09
H44 -4.613 0.737 -6.801  0.12
H45 -6.199 2.531 -6.216  0.11
H46 -4.679 2.587 -2.226  0.10
H47 -3.071 0.798 -2.812  0.11
H48 -1.691 -3.364 -4.340  0.14
H49 -2.734 -4.334 -3.320  0.13
H50 -0.232 -1.897 -3.063  0.15
H51 -2.637 -1.260 0.267  0.12

* frontier orbital gap: 7.69 eV
* ΔE to the lowest compared entry with this formula, charge and spin: 1.207 eV
* spin multiplicity: 1

# 2
The following is a quantum chemistry calculation of a 7-piece molecular cluster, C43H51BN6 overall at a distorted geometry, from the Open Molecules 2025 dataset.

Last column: Löwdin charge in e.
Geometry (Å):
C1 -7.354 4.030 -0.998  -0.12
C2 -7.017 3.161 0.264  -0.24
C3 -5.820 2.260 -0.087  -0.25
C4 -5.527 1.147 0.992  -0.15
B1 -5.138 -0.172 0.216  -0.11
C5 -4.094 -1.270 0.680  -0.16
C6 -3.133 -0.888 1.841  -0.20
C7 -2.083 -2.037 2.082  -0.15
C8 -0.780 -1.828 1.293  -0.23
C9 0.390 -1.336 1.879  -0.03
C10 1.495 -1.170 1.042  -0.10
C11 1.437 -1.508 -0.293  -0.11
C12 0.285 -1.999 -0.873  -0.08
C13 -0.814 -2.154 -0.047  -0.06
H1 -7.225 5.104 -0.805  0.06
H2 -6.704 3.794 -1.852  0.06
H3 -8.389 3.897 -1.338  0.06
H4 -7.901 2.548 0.469  0.10
H5 -6.780 3.873 1.063  0.10
H6 -4.889 2.819 -0.261  0.11
H7 -6.071 1.768 -1.037  0.08
H8 -4.787 1.475 1.733  0.08
H9 -6.489 0.977 1.512  0.11
H10 -5.659 -0.341 -0.850  0.08
H11 -4.609 -2.226 0.888  0.11
H12 -3.444 -1.477 -0.189  0.08
H13 -3.634 -0.635 2.782  0.11
H14 -2.536 -0.020 1.521  0.10
H15 -2.516 -2.999 1.767  0.11
H16 -1.857 -2.154 3.152  0.11
H17 0.425 -1.105 2.941  0.11
H18 2.401 -0.777 1.507  0.10
H19 2.307 -1.403 -0.943  0.10
H20 0.242 -2.262 -1.929  0.10
H21 -1.712 -2.559 -0.512  0.11
C14 -1.047 3.186 2.685  -0.08
C15 -2.257 3.345 2.047  -0.08
C16 -3.008 4.477 2.337  -0.15
N1 -2.618 5.423 3.194  0.05
C17 -1.436 5.247 3.798  -0.15
C18 -0.625 4.147 3.575  -0.08
H22 -0.434 2.313 2.491  0.10
H23 -2.610 2.597 1.349  0.08
H24 -3.970 4.644 1.864  0.09
H25 -1.143 6.029 4.490  0.10
H26 0.321 4.034 4.085  0.07
C19 4.068 4.134 0.299  -0.07
C20 3.625 2.841 0.528  -0.08
C21 2.784 2.614 1.597  -0.16
N2 2.372 3.564 2.435  0.03
C22 2.806 4.804 2.204  -0.13
C23 3.651 5.141 1.155  -0.06
H27 4.724 4.353 -0.533  0.11
H28 3.924 2.023 -0.115  0.11
H29 2.410 1.616 1.806  0.09
H30 2.454 5.558 2.900  0.11
H31 3.970 6.164 1.013  0.10
C24 -0.536 1.984 -3.124  -0.08
C25 -0.047 2.034 -1.828  -0.06
C26 0.833 3.054 -1.505  -0.15
N3 1.241 3.991 -2.361  0.06
C27 0.757 3.925 -3.601  -0.16
C28 -0.129 2.949 -4.032  -0.07
H32 -1.225 1.203 -3.423  0.11
H33 -0.337 1.300 -1.087  0.10
H34 1.237 3.128 -0.503  0.08
H35 1.105 4.698 -4.278  0.10
H36 -0.489 2.945 -5.052  0.10
C29 2.161 -5.202 -5.575  -0.08
C30 0.944 -5.011 -6.209  -0.07
C31 0.248 -3.838 -5.955  -0.16
N4 0.682 -2.883 -5.133  0.05
C32 1.855 -3.087 -4.533  -0.17
C33 2.631 -4.221 -4.719  -0.07
H37 2.737 -6.099 -5.744  0.06
H38 0.541 -5.753 -6.885  0.10
H39 -0.708 -3.644 -6.431  0.10
H40 2.180 -2.293 -3.869  0.10
H41 3.577 -4.334 -4.206  0.10
C34 3.839 1.850 7.259  -0.09
C35 2.638 1.512 7.861  -0.08
C36 1.472 1.652 7.125  -0.16
N5 1.438 2.097 5.868  0.06
C37 2.605 2.420 5.303  -0.15
C38 3.827 2.313 5.953  -0.07
H42 4.773 1.754 7.800  0.10
H43 2.605 1.148 8.879  0.10
H44 0.509 1.397 7.554  0.10
H45 2.542 2.783 4.275  0.06
H46 4.744 2.586 5.448  0.10
C39 4.567 -10.095 -3.735  -0.08
C40 3.758 -9.810 -4.823  -0.07
C41 3.750 -8.514 -5.312  -0.16
N6 4.475 -7.519 -4.796  0.05
C42 5.245 -7.815 -3.748  -0.15
C43 5.328 -9.078 -3.184  -0.07
H47 4.602 -11.095 -3.322  0.11
H48 3.147 -10.575 -5.282  0.10
H49 3.133 -8.247 -6.165  0.10
H50 5.822 -6.989 -3.347  0.10
H51 5.973 -9.259 -2.334  0.10

* frontier orbital gap: 9.73 eV
* SMILES string: CCCCBCCCc1ccccc1.c1ccncc1.c1ccncc1.c1ccncc1.c1ccncc1.c1ccncc1.c1ccncc1
* spin multiplicity: 1

# 3
The following is a quantum chemistry calculation of a 6-piece molecular cluster, C43H51Cl2N6O12 overall, from the Open Molecules 2025 dataset.

Last column: Löwdin charge in e.
Geometry (Å):
C1 4.048 -2.688 -0.535  0.03
C2 3.172 -2.773 -1.760  -0.52
O1 2.233 -3.498 -1.869  0.15
O2 3.570 -2.002 -2.830  -0.06
C3 3.644 -0.591 -2.598  -0.19
C4 2.894 0.128 -3.724  -0.13
C5 1.891 1.188 -3.265  -0.15
C6 0.818 0.592 -2.358  -0.11
N1 0.187 1.598 -1.420  -0.08
C7 -1.331 1.595 -1.545  -0.08
C8 -2.015 0.289 -1.107  -0.39
C9 -3.120 0.587 -0.091  -0.06
C10 -2.588 -0.451 -2.327  -0.05
C11 0.595 1.602 0.050  -0.66
Cl1 1.042 0.014 0.664  0.80
C12 1.676 2.631 0.383  -0.71
C13 3.069 2.431 -0.196  -0.10
Cl2 1.003 4.224 -0.095  0.71
H1 4.710 -3.554 -0.544  0.10
H2 4.663 -1.791 -0.505  0.08
H3 3.425 -2.738 0.357  0.09
H4 4.691 -0.281 -2.560  0.13
H5 3.213 -0.365 -1.618  0.08
H6 3.615 0.604 -4.388  0.12
H7 2.373 -0.621 -4.321  0.13
H8 2.400 2.035 -2.800  0.10
H9 1.396 1.584 -4.154  0.13
H10 1.168 -0.247 -1.767  0.08
H11 0.001 0.218 -2.969  0.13
H12 0.459 2.531 -1.749  0.12
H13 -1.667 2.450 -0.957  0.13
H14 -1.520 1.822 -2.594  0.14
H15 -1.283 -0.368 -0.635  0.10
H16 -4.009 0.960 -0.605  0.09
H17 -3.396 -0.315 0.452  0.09
H18 -2.827 1.334 0.648  0.05
H19 -3.423 -1.083 -2.027  0.09
H20 -1.852 -1.111 -2.788  0.08
H21 -2.945 0.256 -3.078  0.07
H22 -0.305 1.904 0.578  0.09
H23 1.729 2.627 1.470  0.08
H24 3.188 2.946 -1.146  0.07
H25 3.808 2.845 0.486  0.10
H26 3.288 1.369 -0.312  0.06
C14 0.820 3.250 5.680  -0.06
C15 -0.388 3.356 6.354  -0.04
C16 -1.547 2.834 5.800  0.02
C17 -1.459 2.216 4.568  -0.14
C18 -0.268 2.096 3.878  -0.02
C19 0.883 2.621 4.442  -0.06
N2 -2.676 1.668 3.939  -0.33
O3 -3.721 1.777 4.537  0.11
O4 -2.559 1.152 2.838  0.04
H27 1.714 3.658 6.132  0.09
H28 -0.420 3.853 7.314  0.11
H29 -2.501 2.909 6.302  0.12
H30 -0.265 1.571 2.934  0.08
H31 1.832 2.531 3.928  0.10
C20 6.112 7.598 8.392  -0.06
C21 5.628 6.517 9.117  -0.06
C22 4.377 5.994 8.836  0.00
C23 3.638 6.574 7.821  -0.15
C24 4.095 7.652 7.084  0.00
C25 5.348 8.164 7.380  -0.06
N3 2.307 6.024 7.513  -0.34
O5 1.908 5.091 8.187  0.06
O6 1.678 6.524 6.601  0.08
H32 7.089 8.003 8.618  0.11
H33 6.224 6.082 9.908  0.11
H34 3.975 5.159 9.390  0.12
H35 3.478 8.077 6.307  0.12
H36 5.725 9.010 6.821  0.11
C26 -8.823 -0.566 -1.926  -0.06
C27 -8.282 -1.707 -2.500  -0.06
C28 -7.173 -1.614 -3.327  0.00
C29 -6.631 -0.363 -3.550  -0.15
C30 -7.147 0.792 -2.985  -0.01
C31 -8.257 0.681 -2.166  -0.07
N4 -5.444 -0.255 -4.416  -0.35
O7 -5.016 -1.267 -4.929  0.09
O8 -4.940 0.848 -4.552  0.04
H37 -9.691 -0.646 -1.285  0.11
H38 -8.723 -2.675 -2.307  0.11
H39 -6.737 -2.490 -3.782  0.10
H40 -6.693 1.749 -3.196  0.12
H41 -8.684 1.568 -1.719  0.11
C32 6.394 -4.184 -4.518  -0.06
C33 7.619 -4.835 -4.571  -0.06
C34 8.795 -4.131 -4.357  0.00
C35 8.708 -2.777 -4.093  -0.15
C36 7.501 -2.105 -4.042  -0.01
C37 6.334 -2.821 -4.256  -0.06
N5 9.950 -2.015 -3.847  -0.35
O9 11.001 -2.615 -3.918  0.09
O10 9.839 -0.834 -3.582  0.07
H42 5.480 -4.741 -4.681  0.11
H43 7.664 -5.896 -4.778  0.11
H44 9.760 -4.613 -4.393  0.12
H45 7.492 -1.045 -3.838  0.11
H46 5.380 -2.318 -4.212  0.09
C38 -7.879 -8.606 -0.242  -0.07
C39 -7.612 -7.427 0.443  -0.06
C40 -7.195 -6.300 -0.246  0.00
C41 -7.058 -6.388 -1.620  -0.15
C42 -7.317 -7.548 -2.327  0.00
C43 -7.731 -8.666 -1.621  -0.06
N6 -6.626 -5.192 -2.364  -0.34
O11 -6.387 -4.179 -1.731  0.06
O12 -6.539 -5.274 -3.573  0.08
H47 -8.206 -9.482 0.303  0.11
H48 -7.728 -7.384 1.518  0.11
H49 -6.980 -5.372 0.261  0.12
H50 -7.195 -7.568 -3.399  0.12
H51 -7.939 -9.586 -2.151  0.11

* frontier orbital gap: 8.93 eV
* charge: +1
* spin multiplicity: 1

# 4
The following is a quantum chemistry calculation of C43H52BIrN11O2S3 as an isolated structure at a distorted geometry, from the Open Molecules 2025 dataset.

Last column: Löwdin charge in e.
Geometry (Å):
Ir1 -1.258 -0.460 2.402  1.14
C1 0.057 5.115 0.626  -0.05
C2 0.634 3.959 -0.133  -0.24
C3 1.809 4.080 -0.823  0.11
C4 2.246 3.021 -1.650  -0.16
N1 1.679 1.842 -1.564  0.21
N2 0.556 1.663 -0.832  0.07
B1 0.111 0.227 -0.913  -0.43
N3 -1.169 -0.122 -1.539  -0.03
N4 -0.962 -0.922 -2.607  0.21
C5 -1.945 -1.134 -3.450  -0.16
C6 -3.218 -0.536 -3.242  0.11
C7 -3.486 0.161 -2.084  -0.21
C8 -4.837 0.720 -1.775  -0.01
C9 -2.407 0.319 -1.199  -0.51
S1 -2.589 0.959 0.416  0.67
C10 -1.671 -1.990 -4.664  -0.54
C11 -2.714 -3.114 -4.744  -0.02
C12 -1.778 -1.092 -5.910  -0.01
C13 -0.265 -2.603 -4.602  -0.04
N5 1.021 -0.947 -0.704  0.06
N6 2.273 -0.924 -1.158  0.21
C14 3.005 -2.015 -1.187  -0.16
C15 2.468 -3.252 -0.770  0.13
C16 1.219 -3.297 -0.210  -0.22
C17 0.631 -4.572 0.312  -0.03
C18 0.496 -2.090 -0.149  -0.51
S2 -1.045 -2.106 0.617  0.84
C19 4.409 -1.912 -1.752  -0.53
C20 5.119 -0.694 -1.132  -0.03
C21 4.255 -1.774 -3.282  -0.01
C22 5.244 -3.161 -1.454  -0.04
C23 -0.053 2.725 -0.239  -0.47
S3 -1.709 2.859 0.297  0.81
C24 3.343 3.268 -2.661  -0.54
C25 3.426 2.127 -3.674  -0.03
C26 2.990 4.560 -3.430  -0.02
C27 4.677 3.460 -1.926  -0.01
H1 0.818 5.875 0.791  0.11
H2 -0.349 4.815 1.593  0.08
H3 -0.755 5.584 0.063  0.11
H4 2.369 5.004 -0.779  0.15
H5 -3.999 -0.669 -3.979  0.14
H6 -5.556 0.446 -2.543  0.11
H7 -4.798 1.811 -1.725  0.11
H8 -5.205 0.360 -0.813  0.09
H9 -3.726 -2.729 -4.885  0.09
H10 -2.697 -3.741 -3.851  0.09
H11 -2.490 -3.743 -5.605  0.11
H12 -2.781 -0.680 -6.035  0.09
H13 -1.564 -1.696 -6.791  0.11
H14 -1.062 -0.270 -5.878  0.10
H15 -0.162 -3.246 -3.725  0.08
H16 0.499 -1.826 -4.565  0.08
H17 -0.101 -3.207 -5.492  0.10
H18 3.055 -4.156 -0.867  0.14
H19 1.385 -5.353 0.367  0.11
H20 -0.163 -4.920 -0.355  0.11
H21 0.189 -4.440 1.300  0.07
H22 4.446 0.160 -1.086  0.05
H23 5.997 -0.436 -1.721  0.10
H24 5.453 -0.922 -0.117  0.09
H25 3.547 -0.987 -3.541  0.07
H26 3.901 -2.707 -3.724  0.10
H27 5.224 -1.545 -3.724  0.11
H28 5.297 -3.365 -0.382  0.10
H29 6.262 -2.993 -1.802  0.11
H30 4.873 -4.042 -1.981  0.09
H31 2.493 2.038 -4.234  0.10
H32 3.626 1.182 -3.180  0.05
H33 4.229 2.325 -4.382  0.11
H34 1.988 4.503 -3.860  0.10
H35 3.696 4.684 -4.249  0.11
H36 3.064 5.452 -2.806  0.09
H37 4.954 2.568 -1.361  0.08
H38 4.641 4.306 -1.236  0.09
H39 5.462 3.662 -2.654  0.11
O1 -6.315 0.964 8.032  0.15
N7 -5.444 1.603 7.501  -0.32
O2 -5.054 2.705 7.819  0.12
C28 -4.827 0.974 6.280  -0.02
C29 -5.518 -0.061 5.756  0.10
C30 -5.032 -0.780 4.626  -0.09
C31 -5.726 -1.866 4.060  0.08
C32 -5.167 -2.543 3.001  0.02
C33 -3.921 -2.145 2.528  -0.10
N8 -3.254 -1.108 3.032  -0.07
C34 -3.801 -0.414 4.067  -0.14
C35 -3.089 0.717 4.589  -0.14
N9 -1.938 1.063 3.962  -0.03
C36 -1.247 2.104 4.398  -0.10
C37 -1.657 2.868 5.485  0.02
C38 -2.822 2.540 6.136  0.08
C39 -3.588 1.434 5.700  -0.02
H40 -6.451 -0.361 6.216  0.15
H41 -6.687 -2.162 4.464  0.15
H42 -5.664 -3.388 2.546  0.14
H43 -3.449 -2.689 1.719  0.08
H44 -0.335 2.344 3.864  0.10
H45 -1.062 3.712 5.805  0.13
H46 -3.158 3.128 6.973  0.13
C40 1.127 -2.327 4.075  0.02
C41 1.585 -1.014 3.551  -0.36
N10 0.871 -0.164 2.806  -0.09
C42 1.675 0.938 2.562  -0.13
C43 2.880 0.739 3.147  -0.02
N11 2.799 -0.487 3.763  0.15
H47 0.084 -2.498 3.805  0.05
H48 1.209 -2.364 5.162  0.11
H49 1.730 -3.144 3.675  0.10
H50 1.329 1.785 1.993  0.10
H51 3.762 1.356 3.190  0.14
H52 3.536 -0.912 4.309  0.19

* frontier orbital gap (alpha / beta): 5.54 / 5.12 eV
* charge: +4
* spin multiplicity: 6
* <S²>: 8.790

Look up the spin multiplicity of the third one.
1

The highest spin multiplicity belongs to which entry?
C43H52BIrN11O2S3